No. 1
{"formula": "C29H34NO2PPdS", "method": "ωB97M-V/def2-TZVPD", "elements": ["C", "H", "C", "C", "C", "Pd", "H", "C", "C", "C", "H", "C", "H", "H", "C", "H", "H", "H", "H", "H", "H", "H", "C", "O", "C", "C", "C", "C", "H", "H", "C", "C", "H", "H", "C", "H", "C", "S", "C", "H", "H", "C", "C", "H", "H", "C", "C", "C", "H", "H", "H", "H", "H", "H", "H", "C", "C", "C", "O", "H", "H", "H", "H", "N", "C", "H", "P", "H", "C"], "positions_angstrom": [[1.266, -1.457, -3.147], [1.594, -1.474, -2.105], [-3.168, 0.687, -3.670], [0.992, -2.097, 1.259], [-3.242, 3.015, -2.175], [-0.136, -0.025, 0.074], [1.352, -4.183, 1.441], [-2.307, 0.817, -2.580], [-3.114, 1.719, 2.624], [2.569, 2.151, -0.026], [-0.688, -1.443, -5.112], [0.225, -0.366, -3.425], [1.767, 1.055, -3.909], [4.352, 5.053, 0.226], [-2.362, 1.996, -1.837], [-3.264, 3.921, -1.581], [2.696, -3.181, 1.978], [-4.031, -1.356, -2.120], [2.139, -1.286, -3.784], [-1.713, 2.112, -0.981], [-2.758, -3.685, -3.322], [-1.156, -2.726, -0.175], [-1.181, -3.072, -1.206], [-0.121, -1.651, 1.665], [-4.092, 2.868, -3.259], [-2.462, 0.850, 1.758], [1.611, -3.270, 1.981], [-2.541, 2.940, 2.971], [-0.984, 0.307, -5.113], [0.603, -0.321, -5.525], [4.109, 4.032, -0.038], [-0.260, -0.470, -4.870], [1.233, -3.348, 2.997], [5.444, 1.310, -1.561], [-3.345, -1.890, -1.464], [0.200, 1.812, -3.596], [-0.639, 2.423, 1.595], [1.568, 4.172, 1.202], [0.697, 2.672, 1.057], [0.878, -2.449, -3.391], [-2.905, -0.105, 1.508], [-2.153, -2.786, -3.469], [-1.222, 1.200, 1.232], [-0.151, -3.213, -1.542], [-3.058, 3.609, 3.646], [5.010, 3.240, -0.721], [3.495, 1.353, -0.697], [-1.970, -2.111, -2.111], [-4.784, 3.659, -3.521], [-4.077, 1.442, 3.036], [3.252, 0.319, -0.909], [-0.846, 4.231, 2.753], [5.971, 3.652, -1.002], [-4.719, 1.570, -4.851], [-2.666, -2.166, -4.204], [0.877, 1.018, -3.275], [-1.304, 3.290, 2.463], [4.708, 1.911, -1.043], [1.587, -1.609, 0.254], [-3.265, -1.330, -0.529], [-3.780, -2.866, -1.231], [-3.156, -0.212, -4.273], [-1.199, -3.110, -3.892], [1.320, 1.734, 0.404], [-4.056, 1.697, -4.005], [-1.678, -4.047, -1.227], [-1.085, -0.458, -2.091], [1.185, 1.229, -2.252], [2.884, 3.471, 0.312]], "forces_ev_per_angstrom": [[0.003, -0.047, 0.001], [-0.005, 0.040, -0.030], [-0.050, -0.054, -0.080], [-0.172, 0.092, 0.097], [-0.020, 0.003, -0.015], [0.824, 0.132, 1.480], [-0.006, 0.005, 0.000], [0.009, -0.089, -0.167], [0.050, -0.049, 0.001], [0.043, -0.126, 0.074], [0.037, 0.111, 0.023], [0.082, 0.091, 0.052], [-0.014, 0.019, -0.023], [-0.008, -0.018, -0.010], [0.039, -0.012, -0.026], [-0.001, -0.010, -0.008], [-0.004, 0.005, 0.004], [-0.005, 0.013, -0.017], [0.002, 0.007, 0.006], [0.028, -0.013, -0.027], [-0.011, -0.006, -0.013], [-0.025, 0.054, 0.008], [0.053, -0.048, -0.081], [0.343, 0.044, 0.016], [-0.014, 0.001, -0.002], [0.240, 0.060, -0.053], [0.031, 0.014, -0.106], [0.002, 0.041, -0.007], [-0.026, 0.004, 0.018], [-0.001, -0.014, -0.009], [0.013, 0.004, 0.016], [-0.045, -0.129, -0.108], [-0.017, 0.035, -0.011], [-0.016, 0.014, 0.004], [0.026, -0.005, 0.020], [-0.033, 0.000, 0.018], [0.263, -0.150, -0.137], [-0.056, -0.018, -0.012], [-0.078, 0.029, -0.047], [0.018, 0.037, 0.009], [-0.011, 0.027, -0.038], [-0.019, -0.069, -0.085], [-0.236, -0.539, -1.194], [-0.057, 0.019, 0.028], [0.003, -0.005, -0.011], [0.008, 0.016, -0.005], [0.002, -0.016, -0.026], [-0.078, -0.033, 0.030], [0.007, -0.012, 0.000], [0.023, -0.003, -0.017], [-0.018, 0.008, 0.008], [0.011, -0.033, -0.026], [-0.010, -0.005, -0.003], [0.008, 0.006, 0.009], [0.029, -0.031, 0.051], [0.033, -0.029, 0.020], [-0.009, -0.046, 0.015], [0.006, -0.011, 0.002], [-0.363, 0.056, -0.245], [0.045, 0.001, -0.009], [-0.005, 0.014, -0.009], [0.006, 0.050, 0.039], [-0.056, 0.035, 0.012], [-0.323, 0.123, 0.240], [-0.025, 0.028, -0.015], [0.007, -0.001, -0.008], [-0.446, 0.481, 0.346], [-0.004, -0.046, 0.036], [-0.028, -0.050, -0.004]], "de_lowest_ev": 1.0988, "lumo_energy_ev": [-0.0467, -0.0455]}

***

No. 2
{"formula": "C29H35AsFIrNO4S5Sb", "method": "ωB97M-V/def2-TZVPD", "elements": ["H", "As", "C", "C", "S", "H", "H", "H", "C", "C", "H", "O", "C", "H", "C", "Ir", "C", "H", "H", "H", "C", "H", "H", "H", "C", "C", "H", "H", "H", "C", "C", "H", "S", "C", "H", "H", "H", "F", "C", "S", "O", "S", "H", "H", "H", "H", "O", "C", "C", "C", "H", "H", "H", "C", "C", "C", "C", "H", "C", "N", "C", "H", "S", "Sb", "H", "H", "H", "C", "H", "H", "O", "C", "H", "C", "C", "H", "C", "C"], "positions_angstrom": [[3.779, 1.516, -1.156], [-3.097, -2.184, -1.370], [1.684, 1.946, -0.890], [-4.321, -1.936, 0.097], [-3.202, 0.799, -1.445], [1.476, 0.860, 1.628], [1.355, -1.357, -5.207], [1.152, -1.734, 2.770], [2.673, -1.150, -0.269], [0.714, -0.666, -4.649], [-3.458, -2.884, -3.719], [-0.835, 0.890, 1.169], [2.195, -0.650, -2.602], [2.620, 0.362, 2.879], [1.308, -1.846, 1.693], [-0.958, 0.583, -0.910], [-0.014, 2.354, 4.960], [-4.018, -2.612, 0.896], [-3.789, -4.615, -1.360], [0.435, 5.115, -0.628], [-0.479, 0.531, 8.010], [3.269, 0.401, -4.961], [3.113, 1.682, -3.746], [-3.736, -1.129, -3.543], [2.011, -0.368, -1.231], [-2.829, -4.110, -1.237], [3.215, 1.051, 1.360], [2.055, 1.671, -5.165], [1.463, -2.906, 1.473], [2.451, 0.406, 1.799], [3.021, -1.700, -2.986], [0.398, -1.539, 1.182], [-7.356, -0.653, -3.515], [1.202, 4.357, -0.737], [-1.247, 0.805, 8.740], [-2.406, -4.345, -0.262], [0.201, -0.028, -5.373], [-0.536, 2.767, -0.631], [0.814, 3.048, -0.744], [-1.000, -1.612, -1.239], [-0.020, 1.707, 7.348], [-7.626, 2.753, -1.869], [-0.177, 2.511, 2.813], [4.513, 3.839, -1.144], [-1.760, -1.109, 4.418], [-4.279, -0.913, 0.455], [-2.132, -0.755, 1.991], [3.684, -2.467, -2.044], [2.555, 1.038, -4.428], [-0.997, 0.679, 3.498], [0.463, 3.312, 5.115], [4.013, -2.783, 0.046], [0.829, 0.862, -3.177], [-0.284, 1.511, 6.008], [-1.375, 0.203, 2.107], [2.552, 4.677, -0.876], [-1.269, -0.161, 4.585], [3.154, -1.912, -4.041], [-0.379, 1.907, 3.686], [1.169, 0.715, -0.869], [3.456, 3.628, -1.028], [3.402, -1.485, 1.658], [-1.844, 0.983, -3.031], [-6.786, 0.649, -1.724], [0.366, 0.042, 8.503], [-0.042, -1.240, -4.115], [-4.996, -2.264, -3.021], [3.043, 2.305, -1.039], [2.875, 5.708, -0.874], [4.334, -3.278, -2.351], [-1.037, -0.347, 7.043], [-3.919, -2.106, -3.109], [-5.317, -2.180, -0.272], [1.527, 0.190, -3.676], [-0.892, 0.287, 5.823], [-2.142, -4.431, -2.019], [2.508, -1.013, 1.234], [3.504, -2.182, -0.702]], "forces_ev_per_angstrom": [[-0.100, 0.031, -0.007], [0.248, -0.012, -0.053], [-0.243, 0.388, 0.017], [0.022, 0.017, 0.037], [0.109, -0.011, -0.475], [0.058, -0.012, -0.005], [0.010, 0.003, 0.004], [-0.002, -0.003, 0.010], [-0.025, 0.029, -0.012], [0.054, -0.006, -0.008], [0.000, 0.013, 0.023], [0.242, -0.496, 0.459], [-0.017, 0.018, -0.042], [-0.009, 0.008, 0.018], [-0.026, 0.028, 0.069], [0.364, 0.811, -0.010], [-0.009, 0.014, -0.050], [0.011, 0.036, -0.025], [0.011, -0.016, -0.004], [0.043, 0.016, -0.014], [-0.005, 0.010, -0.073], [0.008, -0.003, 0.005], [-0.013, -0.011, -0.014], [0.028, 0.030, -0.020], [0.139, 0.134, -0.201], [-0.028, -0.051, 0.021], [-0.006, -0.037, 0.018], [-0.005, 0.008, 0.003], [0.006, 0.001, -0.012], [-0.062, 0.008, 0.029], [-0.010, 0.045, 0.006], [-0.060, 0.050, 0.003], [-0.039, 0.055, 0.040], [-0.257, 0.045, 0.052], [-0.005, 0.001, 0.006], [0.001, -0.001, -0.011], [-0.004, 0.003, 0.019], [0.000, 0.427, -0.004], [0.271, 0.132, -0.066], [-0.241, -0.579, 0.091], [-0.013, -0.026, 0.062], [-0.054, -0.099, -0.089], [0.007, 0.021, 0.005], [0.015, 0.032, -0.002], [-0.002, -0.016, -0.004], [0.000, -0.014, -0.006], [-0.003, -0.160, 0.017], [0.000, 0.012, 0.040], [0.021, -0.001, -0.008], [0.031, 0.031, -0.007], [0.003, -0.001, -0.002], [0.005, 0.004, 0.012], [0.048, 0.009, -0.035], [0.020, 0.017, -0.019], [-0.080, 0.168, -0.194], [0.183, -0.213, -0.029], [-0.033, 0.036, -0.006], [-0.005, 0.005, -0.007], [0.025, -0.037, 0.036], [-0.169, -0.827, 0.013], [-0.181, 0.132, 0.026], [0.028, 0.023, 0.004], [-0.278, -0.200, 0.187], [-0.143, 0.028, 0.067], [0.009, -0.006, 0.002], [-0.021, -0.019, 0.021], [0.031, 0.033, 0.010], [0.198, -0.039, 0.009], [0.017, 0.020, 0.003], [-0.002, -0.003, 0.000], [0.004, 0.009, 0.070], [-0.109, 0.065, 0.010], [-0.037, 0.026, -0.004], [0.003, -0.026, 0.001], [-0.009, -0.027, -0.032], [0.000, 0.005, 0.010], [0.059, -0.028, 0.053], [-0.026, -0.055, -0.035]], "total_charge": -2, "de_lowest_ev": 0.0000, "lumo_energy_ev": 3.7019}